A structure of composition C27H38N3O5S2V, computed with wB97M-V/def2-TZVPD.

Geometry as XYZ:
```
76
Properties=species:S:1:pos:R:3:forces:R:3
V -0.123400 0.048460 -0.317122 0.3 0.5 0.6
C -3.511763 0.563272 3.626691 -0.1 0.0 0.0
N -3.059099 1.168766 2.376911 0.1 0.1 0.0
C -4.049658 1.846233 1.545687 0.0 -0.1 0.0
C -1.848057 0.932051 1.904233 0.1 -0.3 0.0
O -1.433798 1.341257 0.806948 -0.1 0.2 -0.3
C -0.892129 0.067913 2.716010 0.1 0.0 0.1
O 0.362292 0.004368 2.039332 0.0 0.0 -0.2
C 1.283070 1.032474 2.383176 0.1 0.0 0.1
C 1.655074 1.893794 1.177439 -0.2 -0.3 -0.1
O 1.279223 1.542922 0.050909 0.0 0.2 -0.1
N 2.419722 2.963820 1.367628 0.0 0.0 0.1
C 2.785228 3.816649 0.241873 0.0 0.0 0.0
C 2.896079 3.387142 2.677555 0.0 0.0 0.0
H -4.545192 0.857831 3.786606 0.0 0.0 0.0
H -2.929318 0.919186 4.476313 0.0 0.0 0.0
H -3.474524 -0.524630 3.565864 0.0 0.0 0.0
H -4.460897 2.701102 2.081096 0.0 0.0 0.0
H -4.854685 1.147620 1.312305 0.0 0.0 0.0
H -3.574324 2.177230 0.628193 0.0 0.0 0.0
H -1.279644 -0.948696 2.776447 0.0 0.0 -0.1
H -0.760412 0.444947 3.732358 0.0 0.0 0.0
H 2.196742 0.553444 2.742682 0.0 0.0 0.0
H 0.884291 1.641468 3.195757 0.0 0.0 -0.1
H 2.321409 3.436214 -0.660854 0.0 0.0 0.0
H 3.869536 3.824707 0.123873 0.0 0.0 0.0
H 2.442859 4.833738 0.434357 0.0 0.0 0.0
H 2.911802 2.559959 3.381530 0.0 0.0 0.0
H 2.280683 4.194857 3.076951 0.0 0.0 0.0
H 3.919824 3.744317 2.575235 0.0 0.0 0.0
C 3.977091 1.138701 -2.531989 0.0 0.1 0.0
C 3.204132 0.072577 -1.802566 0.1 0.0 0.1
C 2.102733 -0.499218 -2.427753 -0.1 0.0 0.0
C 1.729117 -0.054250 -3.816463 0.0 0.0 -0.1
C 1.370447 -1.524090 -1.788196 0.0 -0.1 0.0
C 0.426547 -2.369522 -2.621469 0.0 0.0 0.0
C 1.694306 -1.874037 -0.463385 0.0 -0.1 0.1
C 0.935832 -2.972727 0.252564 0.0 0.0 0.0
C 2.832015 -1.304205 0.156119 -0.1 0.0 0.0
C 3.266649 -1.796267 1.516446 0.0 0.0 0.1
C 3.598740 -0.364418 -0.527287 0.0 0.1 0.0
C 4.852350 0.204785 0.090121 0.1 0.1 0.0
H 4.411845 0.757298 -3.458770 0.0 0.0 0.0
H 4.788367 1.552449 -1.941547 0.0 0.0 0.0
H 3.324813 1.965968 -2.820688 0.0 0.0 0.0
H 2.464901 -0.388813 -4.553360 0.0 0.0 0.0
H 1.695055 1.033781 -3.884324 0.0 0.0 0.0
H 0.756420 -0.426994 -4.121993 0.0 0.0 0.0
H -0.536529 -1.895541 -2.809227 0.0 0.0 0.0
H 0.238853 -3.338729 -2.170213 0.0 0.0 0.0
H 0.881540 -2.555961 -3.594219 0.0 0.0 0.0
H 1.548712 -3.872112 0.351543 0.0 0.0 0.0
H 0.020180 -3.247857 -0.257797 0.0 0.0 0.0
H 0.650472 -2.676845 1.263675 0.0 0.0 0.0
H 4.140632 -2.448394 1.443131 0.0 0.0 -0.1
H 2.491875 -2.361705 2.022799 0.0 0.0 0.0
H 3.561368 -0.983409 2.180622 0.0 0.0 0.0
H 5.093625 -0.250099 1.045075 0.0 0.0 0.0
H 4.771114 1.284407 0.249945 0.0 0.0 0.0
H 5.716616 0.057674 -0.559426 0.0 0.0 0.0
O -3.216629 -1.724975 1.463772 0.0 0.0 0.1
S -2.907882 -2.214696 0.143220 0.2 0.0 -0.1
O -2.446798 -3.561700 0.010895 0.0 0.0 0.1
N -1.848015 -1.165534 -0.572639 -0.1 0.2 -0.2
C -2.400637 -0.472288 -1.570161 -0.4 -0.6 0.2
S -1.519665 0.712823 -2.347816 0.1 0.1 0.0
C -3.802919 -0.893892 -1.860269 0.4 0.4 -0.1
C -4.649633 -0.438204 -2.854432 -0.1 -0.1 0.0
C -5.918889 -1.000883 -2.927142 0.1 0.0 0.0
C -6.319365 -1.987776 -2.029000 -0.1 0.0 0.0
C -5.467201 -2.445053 -1.029853 0.1 0.1 -0.1
C -4.213226 -1.868149 -0.975530 -0.4 -0.2 0.1
H -4.322602 0.323046 -3.549829 0.0 0.0 0.0
H -6.603396 -0.670265 -3.696379 0.0 0.0 0.0
H -7.311849 -2.409677 -2.114148 0.0 0.0 0.0
H -5.772073 -3.217633 -0.338029 0.0 0.0 0.0
```
Positions in Å, forces in eV/Å.

Calculated values
* energy above the lowest of the compared OMol25 structures with the same formula, charge and spin: 0.0 kcal/mol
* net charge: +1
* highest occupied orbital energy (spin up / spin down): -0.376 / -0.407 hartree
* molecular weight: 599.70 u
* gap between HOMO and LUMO (spin up / spin down): 0.2797 / 0.3087 hartree
* multiplicity: 4
* lowest unoccupied orbital energy (spin up / spin down): -2.625 / -2.682 eV